Here is C35H32IN10NaO4 as an isolated structure from the OMol25 dataset. Energies are from ωB97M-V with the def2-TZVPD basis set.

Positions of all 83 atoms, in Å:
Na (-1.91, 0.07, 0.55)
C (2.24, -2.23, 2.47)
C (1.14, -1.46, 2.05)
N (0.58, -1.57, 0.87)
C (1.09, -2.47, -0.01)
C (2.16, -3.33, 0.33)
C (2.73, -3.17, 1.62)
C (2.64, -4.31, -0.58)
C (2.02, -4.40, -1.80)
C (0.98, -3.55, -2.19)
C (0.49, -2.53, -1.35)
N (-0.50, -1.67, -1.61)
C (-0.95, -1.38, -2.84)
C (-0.23, -1.44, -4.05)
C (-0.78, -1.01, -5.26)
C (-2.05, -0.52, -5.36)
C (-2.83, -0.40, -4.17)
C (-4.14, 0.12, -4.17)
C (-4.83, 0.23, -3.00)
C (-4.20, -0.19, -1.81)
N (-2.99, -0.68, -1.77)
C (-2.29, -0.81, -2.93)
H (2.66, -2.07, 3.45)
H (0.70, -0.72, 2.71)
H (3.57, -3.80, 1.90)
H (3.46, -4.95, -0.30)
H (2.35, -5.17, -2.50)
H (0.53, -3.69, -3.15)
H (0.78, -1.80, -4.04)
H (-0.17, -1.07, -6.16)
H (-2.47, -0.19, -6.30)
H (-4.57, 0.44, -5.11)
H (-5.83, 0.63, -2.97)
H (-4.71, -0.09, -0.85)
C (3.29, 0.45, -0.04)
N (2.24, 1.18, -0.75)
C (2.13, 0.76, -2.13)
C (1.04, 1.48, -0.09)
N (-0.12, 1.35, -0.59)
N (1.26, 2.02, 1.16)
C (0.42, 1.94, 2.27)
N (0.96, 2.63, 3.34)
N (-0.69, 1.32, 2.25)
H (4.26, 0.70, -0.49)
H (3.14, -0.63, -0.11)
H (3.33, 0.74, 1.01)
H (3.12, 0.78, -2.58)
H (1.48, 1.44, -2.68)
H (1.72, -0.26, -2.23)
H (-0.09, 0.79, -1.44)
H (2.19, 2.37, 1.37)
H (1.97, 2.79, 3.30)
H (0.64, 2.31, 4.24)
H (-1.15, 1.40, 3.15)
O (-3.97, 1.36, 1.07)
N (-4.88, 0.81, 1.71)
N (-4.64, -0.43, 2.02)
O (-3.55, -1.07, 1.71)
C (-5.65, -1.11, 2.74)
C (-6.85, -0.49, 3.13)
C (-7.79, -1.22, 3.83)
C (-7.58, -2.55, 4.16)
C (-6.39, -3.16, 3.77)
C (-5.43, -2.45, 3.07)
H (-7.01, 0.54, 2.87)
H (-8.72, -0.73, 4.12)
H (-8.32, -3.11, 4.71)
H (-6.20, -4.20, 4.02)
H (-4.49, -2.89, 2.75)
I (10.57, 1.21, 2.08)
C (8.56, 1.67, 2.50)
C (8.14, 1.71, 3.82)
C (6.81, 2.02, 4.08)
C (5.92, 2.27, 3.05)
C (6.37, 2.21, 1.74)
C (7.69, 1.91, 1.45)
C (4.45, 2.61, 3.36)
O (4.12, 2.62, 4.56)
O (3.73, 2.84, 2.36)
H (8.83, 1.51, 4.63)
H (6.44, 2.06, 5.10)
H (5.65, 2.41, 0.95)
H (8.04, 1.86, 0.43)

- spin multiplicity = 1
- total charge = -2

Here is one molecule with the formula C5H13NO in a non-equilibrium geometry from the OMol25 dataset. Energies are from ωB97M-V with the def2-TZVPD basis set.

Positions of all 20 atoms, in Å:
C (0.11, 0.29, -1.74)
C (-0.25, -0.84, -0.69)
C (0.98, -1.72, -0.40)
C (-0.70, -0.13, 0.61)
N (-1.82, 0.82, 0.38)
C (0.45, 0.71, 1.25)
O (-0.13, 1.37, 2.36)
H (-0.79, 0.75, -2.11)
H (0.62, -0.19, -2.58)
H (0.83, 1.02, -1.40)
H (-1.15, -1.37, -1.03)
H (0.86, -2.07, 0.63)
H (1.93, -1.18, -0.42)
H (1.08, -2.45, -1.22)
H (-1.02, -0.80, 1.43)
H (-2.00, 0.67, -0.60)
H (-1.62, 1.73, 0.74)
H (1.21, -0.03, 1.56)
H (0.93, 1.37, 0.54)
H (0.46, 2.04, 2.71)

- spin multiplicity = 1

Here is C31H47BF8N6O5P2S2Sr as an isolated structure in a non-equilibrium geometry from the OMol25 dataset. Energies are from ωB97M-V with the def2-TZVPD basis set.

Positions of all 103 atoms, in Å:
Sr (-1.28, -0.06, -0.20)
C (3.37, 3.39, -3.09)
C (3.53, 2.68, -1.74)
C (2.92, 3.62, -0.68)
C (5.01, 2.48, -1.44)
P (2.45, 1.15, -1.70)
C (3.16, 0.07, -0.33)
N (2.48, 0.36, 0.92)
B (1.04, 0.11, 1.10)
N (0.76, 1.01, 2.25)
C (-0.58, 1.31, 2.77)
P (-1.71, 2.10, 1.49)
C (-3.37, 1.28, 2.16)
C (-4.58, 2.06, 1.60)
C (-3.63, 0.90, 3.62)
C (-3.22, -0.02, 1.26)
C (-1.67, 3.93, 2.02)
C (-2.00, 4.19, 3.48)
C (-0.24, 4.38, 1.67)
C (-2.65, 4.73, 1.13)
C (1.92, 1.62, 2.72)
C (2.14, 2.48, 3.78)
C (3.45, 2.93, 4.02)
C (4.50, 2.49, 3.24)
C (4.28, 1.61, 2.17)
C (2.99, 1.21, 1.89)
C (2.83, 0.12, -3.24)
C (2.23, -1.26, -2.98)
C (2.01, 0.73, -4.40)
C (4.29, -0.02, -3.64)
H (3.82, 4.39, -3.01)
H (2.32, 3.51, -3.35)
H (3.87, 2.86, -3.90)
H (3.46, 4.57, -0.66)
H (2.96, 3.19, 0.32)
H (1.87, 3.82, -0.90)
H (5.56, 3.41, -1.62)
H (5.47, 1.70, -2.05)
H (5.17, 2.22, -0.39)
H (4.24, 0.13, -0.21)
H (2.85, -0.93, -0.63)
H (-0.52, 1.97, 3.64)
H (-1.01, 0.36, 3.09)
H (-4.77, 2.95, 2.21)
H (-5.46, 1.42, 1.58)
H (-4.43, 2.40, 0.57)
H (-3.60, 1.76, 4.29)
H (-2.92, 0.15, 3.98)
H (-4.62, 0.45, 3.67)
H (-2.94, 0.57, 0.29)
H (-4.15, -0.58, 1.15)
H (-2.38, -0.71, 1.57)
H (-1.29, 3.72, 4.17)
H (-3.00, 3.82, 3.73)
H (-1.98, 5.27, 3.67)
H (0.52, 3.84, 2.23)
H (-0.13, 5.45, 1.87)
H (-0.05, 4.21, 0.60)
H (-3.57, 4.98, 1.66)
H (-2.94, 4.17, 0.23)
H (-2.18, 5.65, 0.76)
H (1.33, 2.80, 4.42)
H (3.64, 3.60, 4.85)
H (5.51, 2.81, 3.46)
H (5.11, 1.25, 1.58)
H (1.27, -1.23, -2.45)
H (2.88, -1.89, -2.37)
H (2.07, -1.78, -3.93)
H (0.97, 0.84, -4.12)
H (2.06, 0.05, -5.26)
H (2.38, 1.71, -4.72)
H (4.88, -0.44, -2.82)
H (4.74, 0.92, -3.94)
H (4.37, -0.71, -4.49)
F (-3.75, 4.84, -2.30)
C (-3.99, 3.57, -2.64)
F (-4.42, 3.58, -3.89)
F (-4.94, 3.08, -1.86)
S (-2.37, 2.62, -2.54)
O (-1.40, 3.53, -2.03)
O (-2.23, 2.13, -3.87)
N (-2.49, 1.36, -1.46)
S (-3.62, 0.09, -1.52)
O (-4.97, 0.39, -1.15)
O (-2.96, -1.21, -1.22)
C (-3.90, -0.21, -3.34)
F (-2.80, -0.49, -4.01)
F (-4.69, -1.29, -3.39)
F (-4.59, 0.77, -3.92)
F (-1.20, -3.93, -0.72)
C (-0.61, -2.90, -1.53)
F (0.67, -3.48, -1.83)
H (-1.13, -3.05, -2.50)
N (-0.23, -3.33, 2.07)
C (-1.07, -2.92, 3.05)
O (-1.44, -1.72, 3.09)
C (-1.49, -3.86, 4.06)
C (-2.22, -3.38, 5.18)
N (-2.82, -3.01, 6.10)
C (-1.21, -5.24, 3.96)
N (-0.99, -6.38, 3.87)
H (-0.18, -4.32, 1.86)
H (-0.12, -2.70, 1.28)

- spin multiplicity = 1
- total charge = -2

Results for HOMO energy: -1.61, -8.76, -1.63 (in eV, following the order of the records).
Results for Kohn-Sham gap: 4.7110, 9.6137, 5.4543 (in eV, following the order of the records).